The following is a quantum chemistry calculation of C26H21Cl2IrN4O2P as an isolated structure, from the OMol25 dataset.

Structure (XYZ):
```
57
Properties=species:S:1:pos:R:3:mulliken_charge:R:1
Ir 0.4128 -0.8383 -1.1786 0.7351
Cl 1.7716 1.3782 5.4200 -0.1609
C 0.9783 0.6978 4.0875 -0.2608
C 1.2725 1.1360 2.7933 -0.5445
C 0.7007 0.5453 1.6891 -0.0543
N 0.9659 1.0295 0.3693 1.4620
C 2.4023 1.4410 0.1293 0.4094
O 2.8171 2.4119 0.7605 -0.5376
C 3.0713 0.6891 -0.8548 0.0721
C 4.4221 1.0070 -1.1532 -0.9644
C 5.0944 0.2992 -2.1055 -0.3343
C 4.4429 -0.7641 -2.7643 -0.8312
C 3.1384 -1.0315 -2.4358 0.2370
N 2.4409 -0.3275 -1.5350 -0.0777
C -0.1842 -0.5797 1.8410 0.0589
C -0.5506 -0.9320 3.1519 -0.9662
C -0.0074 -0.3117 4.2565 -0.0833
Cl -0.4908 -0.7695 5.8246 -0.1466
N -0.5748 -1.2438 0.7355 -0.3237
C -1.5886 -2.1802 0.6970 0.1243
O -2.4483 -2.3031 1.5398 -0.6196
C -1.5353 -3.0387 -0.5292 0.6563
C -2.2520 -4.2296 -0.5672 -0.7392
C -2.0781 -5.0812 -1.6478 -0.2851
C -1.2230 -4.6996 -2.6747 -0.8243
C -0.6173 -3.4551 -2.6066 0.1517
N -0.7588 -2.6483 -1.5556 -0.1499
H 1.9889 1.9368 2.6463 0.6166
H 4.8721 1.8106 -0.5920 0.5060
H 6.1139 0.5326 -2.3629 0.5066
H 4.9476 -1.3576 -3.5071 0.4460
H 2.6062 -1.8521 -2.9024 0.3468
H -1.2737 -1.7196 3.2876 0.6546
H -2.9009 -4.4749 0.2595 0.5110
H -2.5846 -6.0333 -1.6807 0.4893
H -1.0385 -5.3435 -3.5206 0.4090
H -0.0150 -3.0903 -3.4282 0.4399
C 0.3400 3.9166 0.6076 -1.5548
P -0.0281 2.3168 -0.1488 1.1022
C 0.3087 2.4397 -1.9238 -1.0879
C -1.7112 1.7977 0.2207 0.7754
C -2.4238 2.4305 1.2363 -0.6618
C -3.7149 2.0227 1.5226 -0.8012
C -4.2862 0.9746 0.8197 -0.6722
C -3.5745 0.3365 -0.1876 -0.8228
C -2.2946 0.7545 -0.4970 -0.2993
H 0.3000 3.8623 1.6934 0.4920
H -0.3985 4.6376 0.2580 0.5325
H 1.3375 4.2458 0.3139 0.4555
H -0.2992 3.2358 -2.3526 0.5156
H 0.0795 1.4965 -2.4331 0.2700
H 1.3621 2.6789 -2.0779 0.3776
H -1.9912 3.2536 1.7822 0.4048
H -4.2729 2.5323 2.2917 0.4649
H -5.2923 0.6574 1.0458 0.4500
H -4.0293 -0.4685 -0.7425 0.5042
H -1.7488 0.2691 -1.3152 0.6263
```

* charge: +2
* HOMO level (spin up / spin down): -13.17 / -13.20 eV
* orbital gap (spin up / spin down): 5.4 / 5.3 eV
* multiplicity: 2